No. 1
The following is a DFT calculation (ωB97M-V/def2-TZVPD) of 2 unconnected molecules or ions with the total composition C9H14 at a distorted geometry.

XYZ file:
```
23
Properties=species:S:1:pos:R:3:forces:R:3:nbo_charge:R:1
C 1.165 0.567 2.430 0.7823 0.8404 0.5993 -0.6383
C -2.430 0.221 0.113 0.7139 -0.9196 -0.1532 -0.2245
C -0.040 0.115 0.315 -0.0740 0.0994 -0.1768 -0.2186
C -2.498 0.645 1.428 -0.3998 -0.1898 0.3215 -0.2020
C -1.191 -0.120 -0.434 -0.2150 0.2854 0.8127 -0.1993
C 2.989 -1.510 -3.060 -0.5485 0.3149 -0.5997 -0.6136
C -1.363 0.740 2.224 0.0688 -0.3135 -0.3831 -0.2187
C -0.119 0.467 1.660 0.1582 0.3579 0.0901 -0.0091
C 1.736 -0.654 -3.397 0.1451 -0.6382 0.4162 -0.6119
H -1.166 -0.676 -1.352 0.2096 0.3589 -0.5740 0.2111
H 3.891 -0.920 -3.199 0.1155 0.0039 0.0483 0.2038
H 1.908 1.136 1.853 -0.0572 -0.4206 -0.0981 0.2176
H 1.118 1.145 3.360 -0.5618 -0.0484 -0.0823 0.2154
H 1.617 -0.378 2.746 -0.2046 -0.1205 -0.4337 0.2223
H -3.304 -0.032 -0.466 -0.3056 0.2583 0.0936 0.2120
H 0.948 0.098 -0.140 -0.1249 -0.5596 0.0211 0.2094
H 1.256 -1.030 -4.294 0.0827 0.1389 -0.3391 0.2040
H -1.458 0.978 3.276 0.0669 0.0642 -0.0394 0.2120
H 0.946 -0.713 -2.645 0.2449 0.1245 0.2086 0.2008
H 2.023 0.375 -3.539 -0.1773 0.3717 -0.0612 0.2061
H -3.472 0.757 1.886 -0.0544 0.3031 -0.0100 0.2102
H 3.024 -2.320 -3.788 0.2288 -0.2331 0.3041 0.2049
H 3.000 -1.907 -2.049 -0.0937 -0.0781 0.0351 0.2064
```
Positions in Å, forces in eV/Å.

As for the energy: -9559.6723 eV. The value obtained for the relative energy (zero: lowest compared OMol25 entry of this formula, charge and spin) is 0.509 eV. The maximum force comes out at 0.025 Eh/bohr. Its SMILES is Cc1ccccc1.CC. For the LUMO energy, the calculation gives 0.993 eV. The value obtained for the HOMO energy is -9.062 eV. Its gap between HOMO and LUMO is 10.06 eV.

=====

No. 2
The following is a DFT calculation (ωB97M-V/def2-TZVPD) of 2 unconnected molecules or ions with the total composition C2H3NO2S at a distorted geometry.

XYZ file:
```
9
Properties=species:S:1:pos:R:3:forces:R:3:nbo_charge:R:1
S 1.537 -0.014 0.546 5.0316 7.6460 10.2522 1.4727
O 1.573 -0.645 -0.735 2.8354 -0.5722 -10.5248 -0.6842
O 0.972 1.474 0.644 -1.3395 -1.0322 -1.7539 -0.8878
N -1.430 1.262 -0.285 2.3109 6.3925 0.0254 -0.4301
C -1.818 0.235 -0.341 -3.0969 -5.8911 -0.3366 0.2317
C 0.544 -1.106 0.096 -5.9571 -6.9549 0.3591 -0.6182
H 0.982 -2.104 0.377 -1.2389 0.5313 0.7819 0.1711
H 0.071 1.528 0.092 1.2090 0.3035 1.2168 0.5050
H -2.432 -0.629 -0.393 0.2455 -0.4230 -0.0201 0.2397
```
Positions in Å, forces in eV/Å.

As for the energy: -18536.1836 eV. The value obtained for the relative energy (zero: lowest compared OMol25 entry of this formula, charge and spin) is 7.269 eV. The maximum force comes out at 0.267 Eh/bohr. For the LUMO energy, the calculation gives 0.901 eV. The value obtained for the HOMO energy is -8.359 eV. Its gap between HOMO and LUMO is 9.26 eV.

=====

No. 3
The following is a DFT calculation (ωB97M-V/def2-TZVPD) of a molecular structure, C28H68B3CaO7 at a distorted geometry.

XYZ file:
```
107
Properties=species:S:1:pos:R:3:forces:R:3:lowdin_charge:R:1
Ca 1.449 -1.006 -2.056 1.0311 -2.1033 0.2844 1.2833
O 1.340 -4.662 0.945 0.7632 -1.7811 1.2191 -0.1317
O 0.808 0.479 -3.950 -2.5572 -0.0699 0.0097 -0.2315
O 4.518 -1.165 4.139 2.4675 -1.9030 -0.0779 -0.1562
O -4.426 -0.566 -2.590 -0.2906 0.1337 0.3857 -0.1497
O 3.382 0.763 -1.970 -0.2254 -1.0991 -0.8613 -0.2337
O -0.581 -0.500 4.283 0.4178 -0.4356 1.2311 -0.1562
O -2.247 3.147 3.182 -0.5108 -0.7267 -0.3902 -0.1616
C 0.628 -3.615 1.549 -1.5358 -0.1767 0.1621 -0.2269
C 0.316 -5.612 2.978 -2.3263 1.5516 -1.5399 -0.1686
C -2.155 4.924 1.705 1.2495 -0.0740 -0.7627 -0.1711
C -4.147 1.649 -1.868 -0.0714 0.5229 -0.7201 -0.1570
C 3.529 -0.399 4.671 -0.9070 1.4513 -1.1625 -0.2366
C -0.693 0.596 -3.973 -0.8527 -0.3652 0.9664 -0.1495
C -0.764 0.157 3.031 -2.5615 -0.8742 -0.0530 -0.1690
C -2.244 -0.289 2.722 0.5459 0.9302 -0.3989 -0.1463
C 4.329 -1.431 2.748 -0.6146 1.4758 -0.7883 -0.1437
C 4.199 2.476 -3.326 0.8958 0.2834 -0.2119 -0.1802
C -5.259 1.594 -2.963 -0.8449 -0.0774 0.1799 -0.1388
C -2.921 -0.232 4.095 0.5537 0.4384 -0.8037 -0.1758
C -1.842 -0.954 4.888 0.3215 1.0617 -0.6928 -0.1771
C -1.305 3.807 2.317 0.1948 0.5348 1.8391 -0.1832
C 0.130 0.689 -6.162 0.2614 0.9296 -0.6448 -0.1544
C 4.398 1.026 -2.988 -0.5374 -0.1991 1.8122 -0.1528
C -3.923 0.215 -1.484 0.5079 -0.2274 -0.4239 -0.2020
C 3.194 2.984 -2.307 0.4167 1.0666 -0.5472 -0.1588
C -3.514 4.317 1.604 -1.2397 -0.8785 -0.2011 -0.1742
C 0.374 -4.048 3.012 0.9778 -0.5921 0.0982 -0.1338
C -3.506 3.033 2.470 0.7995 0.8517 0.0664 -0.1691
C 3.224 0.522 3.461 -2.0160 0.3402 1.7458 -0.1783
C 3.207 1.956 -1.218 -0.5948 -0.3191 -0.4744 -0.1928
C -5.626 0.080 -3.124 2.1449 0.3636 0.9164 -0.1598
C 1.200 1.102 -5.145 0.5585 -0.0173 -0.9392 -0.2272
C -1.190 0.867 -5.404 1.6709 -0.8294 1.1946 -0.1413
C 0.957 -5.910 1.609 0.9248 0.4409 0.6897 -0.1725
C 3.293 -0.346 2.250 0.9493 -0.9926 0.5397 -0.1589
B 0.012 0.278 -0.685 -0.6961 0.8351 0.7447 -0.4965
B 0.339 -3.491 -2.017 -0.1591 -0.0365 -0.5585 -0.4390
B 3.041 -2.272 -0.506 0.3206 0.1522 0.5065 -0.4825
H -0.264 -3.408 -2.908 -2.4928 0.2259 -3.8700 -0.0715
H -3.204 2.018 -2.271 -0.0807 0.0765 -0.4132 0.0935
H -3.685 4.093 0.552 -0.6223 -0.0007 0.1124 0.0939
H -4.250 5.002 2.025 -0.2338 -0.0415 -0.4788 0.1065
H -0.674 3.142 1.726 -1.0253 -0.4033 -1.0958 0.1086
H -1.814 5.170 0.699 0.2208 0.2660 0.0832 0.1077
H -3.931 -0.639 4.125 0.1551 -0.3566 0.0278 0.1099
H 3.904 2.599 -4.369 0.0848 0.3771 0.0871 0.1019
H 0.131 -2.603 -1.440 -1.1303 3.3883 2.5522 -0.1065
H 3.136 -1.218 -0.294 0.4900 4.1913 0.5732 -0.0692
H 2.228 3.023 -2.810 -0.2460 0.1592 0.4823 0.1091
H -6.128 2.202 -2.712 -0.1214 -0.0626 0.2136 0.0923
H -1.544 1.896 -5.351 -0.2245 -0.1417 -0.9408 0.1124
H 0.609 -6.218 3.834 0.6266 0.4355 -0.0734 0.0969
H 0.397 -0.324 -6.462 -0.6482 -0.1871 0.1061 0.1198
H 3.929 1.354 3.454 -0.0692 0.0311 -0.0611 0.1088
H 0.029 1.287 -7.067 0.7412 0.1098 -0.1194 0.1075
H -5.696 -0.240 -4.163 -0.0735 0.0805 0.0623 0.1083
H 0.069 -4.356 -1.431 -0.9574 -3.1923 2.0881 -0.0459
H -1.037 1.360 -3.276 0.6756 0.4655 -0.0438 0.1084
H -0.505 4.141 2.977 -0.2608 0.6473 0.4201 0.1155
H 2.187 0.851 3.533 0.0422 0.7919 0.2060 0.0958
H -6.497 -0.274 -2.573 -0.1495 0.2729 0.1355 0.1064
H 5.336 0.939 -2.440 0.3109 -0.4761 -0.3850 0.1221
H 3.528 3.965 -1.968 -0.4862 0.1856 0.0347 0.1129
H -2.841 0.141 -1.374 -0.0179 -0.9489 -0.2563 0.0907
H 3.152 -2.520 -1.550 0.8505 -0.6851 -4.3277 -0.0638
H -4.353 3.027 3.156 0.3216 0.0857 0.4337 0.1139
H -1.897 -2.038 4.791 -0.0262 -0.0556 0.1162 0.1035
H 0.310 -6.525 0.984 0.0266 0.1845 -0.2377 0.1108
H -3.592 2.095 1.922 0.3664 0.0918 -0.3201 0.0888
H -0.754 -5.789 2.867 -0.2444 -0.4434 0.0965 0.0881
H 1.395 -3.479 -2.236 3.9452 -0.1563 -1.1737 -0.0730
H -4.958 1.967 -3.942 0.4538 0.0254 0.1425 0.0932
H -0.443 1.036 -0.066 -1.5984 2.9219 2.4497 -0.0305
H -2.642 0.355 1.938 -0.2914 -0.2582 0.0138 0.0794
H 0.703 0.742 -1.372 2.2154 2.6135 -2.4562 -0.1014
H -4.276 2.283 -0.990 -0.7535 0.0691 -0.0947 0.0909
H 2.678 -1.013 4.968 -0.4138 0.0924 0.0943 0.1150
H 2.201 0.740 -5.378 -0.0052 -0.1575 -0.2066 0.1192
H 3.706 0.289 1.466 -0.2587 -0.6922 -0.4896 0.0946
H 3.902 0.172 5.521 0.0439 -0.1271 0.1525 0.1128
H -0.698 1.241 3.124 -0.1584 0.0736 0.3094 0.0914
H -1.242 -0.255 -3.569 1.0003 -0.7195 0.0596 0.1217
H 2.339 -0.802 1.987 0.1114 0.2703 -0.1825 0.0923
H -2.979 0.805 4.424 0.0225 0.1021 0.1284 0.0986
H 5.157 2.940 -3.093 0.0282 0.4210 -0.7029 0.1076
H 4.043 -2.471 2.592 0.0090 0.1825 -0.2268 0.1140
H 1.038 -2.610 1.446 0.9937 -0.4354 0.2117 0.0912
H 1.273 -3.823 3.586 -0.0929 0.6337 0.1797 0.1008
H 4.345 0.338 -3.831 -0.2124 -0.1920 0.3485 0.1229
H 2.047 -2.602 -0.247 -3.5143 -0.8669 0.7856 -0.0779
H 3.997 2.030 -0.471 0.2052 0.2817 -0.0158 0.1284
H -1.935 -0.628 5.924 0.6601 -0.2734 0.1640 0.1101
H 0.614 -0.409 -0.109 1.8770 -2.6945 2.3835 -0.0463
H 1.830 -6.485 1.917 0.5593 -0.0035 -0.9976 0.1024
H -4.317 -0.057 -0.504 -0.6468 -0.2242 -0.1134 0.1158
H -0.086 -0.111 2.220 0.2431 -0.6536 0.4063 0.0931
H 1.305 2.182 -5.046 -0.3308 0.3160 0.2429 0.1175
H -1.899 0.108 -5.736 -0.3183 0.4688 0.1713 0.1169
H -0.771 -0.189 -1.263 -2.6841 -2.1423 -2.1784 -0.0454
H -0.241 -3.501 0.902 -0.9612 -0.0678 0.4755 0.1143
H 5.213 -1.124 2.189 0.5532 -0.8641 0.3432 0.1130
H -2.295 -1.338 2.432 0.3499 0.0357 -0.5122 0.1139
H -2.233 5.843 2.285 0.6190 -0.1849 0.2461 0.1098
H 2.228 1.958 -0.738 0.2036 -0.4851 0.2332 0.1136
H 3.716 -2.849 0.107 2.7449 -2.0391 2.1674 -0.0282
H -0.514 -3.598 3.454 0.1680 0.0728 0.0937 0.0862
```
Positions in Å, forces in eV/Å.

As for the energy: -64930.5487 eV. As for the charge: -1. The maximum force comes out at 0.090 Eh/bohr. For the LUMO energy, the calculation gives 2.120 eV. The value obtained for the HOMO energy is -5.233 eV. Its gap between HOMO and LUMO is 7.35 eV.